Entry from the Open Molecules 2025 dataset: a structure of composition C2H6CoO2 (the ωB97M-V functional and the def2-TZVPD basis).

## Properties
Spin multiplicity   5
F_max   4.92 eV Å⁻¹
DFT total energy   -1611.225429 a.u.
Expectation value of S²   6.0077
Charge   +3
Orbital gap (spin up / spin down)   0.4093 / 0.2035 hartree

XYZ file:
```
11
Properties=species:S:1:pos:R:3:forces:R:3:mulliken_charge:R:1
Co -2.729145 -0.814015 1.104195 -1.258 -0.633 0.704 1.5435
O -1.319799 0.332006 1.618676 1.343 1.586 2.286 -0.3462
O -0.626912 -0.483873 0.681951 0.671 -1.664 -2.656 -0.2236
C 1.260451 -0.112384 -0.726947 -0.125 4.340 2.317 -0.4335
C -0.174543 0.277329 -0.489974 -0.935 -2.027 0.152 -0.1467
H 1.552962 0.301200 -1.700640 1.895 -0.838 -1.772 0.3965
H -0.136290 0.062239 1.797799 -2.515 0.696 1.380 0.6305
H 1.922803 0.310390 0.038489 0.061 0.614 -0.309 0.4173
H -0.288169 1.340078 -0.248339 0.822 0.729 0.173 0.3984
H 1.378109 -1.202510 -0.763915 -0.320 -2.536 -1.964 0.3842
H -0.839467 -0.010459 -1.311294 0.360 -0.269 -0.312 0.3795
```
Positions in Å, forces in eV/Å.